[1]
83
Properties=species:S:1:pos:R:3:forces:R:3:lowdin_charge:R:1 method="wB97M-V/def2-TZVPD" total_energy_ev=-57803.67647 spin_multiplicity=1 largest_force_ev_per_a=2.48 smiles="C#CCCC[C@@H]1NC(=O)C[C@H]1CC=C.C[C@@H]1COC(=O)O1.C[C@@H]1COC(=O)O1.C[C@@H]1COC(=O)O1.C[C@@H]1COC(=O)O1"
C 7.076367 0.532850 1.388726 0.551 -0.544 -0.082 0.09
C 5.875884 0.500038 1.234905 -1.210 -0.035 -0.885 -0.13
C 4.380005 0.413037 0.855340 0.290 -0.156 1.082 -0.21
C 3.697504 1.805064 0.525214 1.008 0.359 -0.547 -0.19
C 2.643597 1.769956 -0.658727 -0.507 0.178 0.804 -0.14
C 1.769263 0.466721 -0.736891 -2.190 -0.018 -1.162 -0.27
N 1.746680 -0.211947 -2.088970 0.100 -1.218 0.448 0.05
C 0.973868 -1.440316 -1.771450 -0.991 1.193 -0.007 -0.40
O 1.183356 -2.540371 -2.211594 -0.312 1.147 0.448 0.09
C -0.135826 -0.986446 -0.682809 1.033 -0.827 0.915 -0.06
C 0.169258 0.581865 -0.476877 0.105 -1.991 0.604 -0.25
C -0.145151 1.173629 0.952253 -0.698 1.856 0.089 -0.17
C -1.680233 1.044659 1.257714 0.758 -1.020 1.344 -0.16
C -2.071260 0.152433 2.261825 -0.090 0.729 -1.351 -0.01
H 8.186897 0.362333 1.433949 -1.855 0.605 0.138 0.03
H 3.841130 -0.041778 1.747032 0.615 0.423 -1.053 0.11
H 4.230676 -0.319755 0.012077 0.454 0.829 0.727 0.11
H 4.534144 2.494847 0.184157 -1.018 -0.705 0.473 0.11
H 3.280460 2.275483 1.457700 0.258 -0.632 -0.883 0.11
H 1.926296 2.631659 -0.490639 0.905 -0.978 -0.264 0.09
H 3.170712 1.989809 -1.625964 -0.546 -0.615 0.819 0.12
H 2.012949 -0.412837 -0.071420 0.568 1.524 -0.091 0.13
H 1.132999 0.321253 -2.725500 0.598 -0.032 0.303 0.09
H -1.199374 -1.299831 -0.854993 1.067 0.433 -0.381 0.11
H 0.176041 -1.625198 0.209116 -0.420 0.996 -0.606 0.13
H -0.452409 1.011646 -1.319565 1.196 0.360 1.142 0.13
H 0.163359 2.271123 0.938421 -0.143 -1.181 -0.103 0.11
H 0.479395 0.662656 1.735937 -0.744 0.287 -0.726 0.12
H -2.426345 1.650492 0.671268 0.846 -1.656 -0.481 0.10
H -1.681573 0.282143 3.304972 0.748 -1.258 -1.330 0.07
H -2.759359 -0.702646 2.015528 -0.478 1.855 0.946 0.05
C 2.196857 6.201778 -4.973814 -0.005 -0.269 -0.415 -0.02
C 1.285230 5.519190 -3.980239 0.474 0.727 -0.582 -0.34
C 1.783822 5.564518 -2.564656 -0.002 0.449 0.385 -0.10
O 1.175979 4.405426 -1.996699 -0.134 -0.406 -0.380 0.05
C 0.993220 3.521625 -3.015034 -0.096 -0.361 -0.147 -0.52
O 0.682646 2.378097 -2.869909 0.038 0.680 -0.210 0.14
O 1.214103 4.111856 -4.221361 -0.195 -0.335 0.669 0.10
H 1.767686 6.151493 -5.976669 -0.010 0.090 0.084 0.09
H 2.347294 7.251103 -4.713585 -0.069 -0.061 0.044 0.09
H 3.168290 5.704456 -5.024100 -0.048 0.038 0.176 0.09
H 0.271489 5.925385 -4.060421 0.020 -0.042 0.121 0.16
H 1.467381 6.465722 -2.039373 -0.068 -0.197 0.108 0.14
H 2.869849 5.464010 -2.480484 -0.026 0.012 -0.162 0.15
C -6.396052 -4.751623 0.893644 -0.416 0.253 0.085 -0.02
C -5.243121 -3.830165 1.219999 -0.664 -0.706 -0.480 -0.34
C -4.052635 -4.530123 1.810668 0.424 -0.282 -0.269 -0.10
O -3.442498 -3.491083 2.574031 -0.320 0.353 0.170 0.06
C -4.438210 -2.633138 2.931441 -0.074 0.313 0.412 -0.56
O -4.318474 -1.755126 3.728533 -0.094 -0.340 -0.223 0.14
O -5.590566 -2.912279 2.259308 0.634 0.205 0.274 0.08
H -7.218113 -4.185971 0.450090 0.075 -0.064 -0.032 0.09
H -6.091415 -5.529285 0.190642 0.064 0.079 0.024 0.09
H -6.792277 -5.222610 1.796190 0.170 -0.007 -0.013 0.09
H -4.966642 -3.247075 0.335054 0.114 -0.020 0.070 0.16
H -3.368548 -4.904816 1.048997 0.099 0.143 0.145 0.14
H -4.318236 -5.348006 2.486752 -0.154 0.043 -0.073 0.14
C 7.981803 -1.225856 -3.318376 -0.158 0.467 0.040 -0.02
C 9.102188 -1.415403 -2.321680 -0.597 -0.029 -0.876 -0.34
C 9.075611 -2.742399 -1.619816 0.157 -0.528 -0.170 -0.10
O 9.738060 -2.444314 -0.392007 -0.062 0.515 0.192 0.07
C 9.524024 -1.124187 -0.144965 0.066 0.193 0.247 -0.54
O 9.773275 -0.581227 0.889456 0.176 -0.337 -0.404 0.12
O 8.984756 -0.503173 -1.228289 0.415 -0.295 0.593 0.09
H 8.071215 -0.253129 -3.806686 0.042 -0.107 -0.036 0.09
H 8.002121 -2.001942 -4.085755 0.072 0.014 0.067 0.09
H 7.007646 -1.239175 -2.823976 0.102 -0.142 0.049 0.09
H 10.068796 -1.237913 -2.805059 0.020 -0.084 0.097 0.16
H 9.609378 -3.516851 -2.170953 0.086 0.032 0.214 0.14
H 8.065830 -3.096110 -1.392865 -0.028 0.143 -0.101 0.14
C -7.663501 -0.074650 3.339038 0.251 -0.279 -0.286 -0.02
C -9.106813 -0.429921 3.066638 0.921 0.535 0.186 -0.34
C -9.961514 -0.496467 4.299697 -0.268 0.378 0.279 -0.11
O -10.986114 -1.407672 3.905998 0.173 -0.317 -0.305 0.06
C -10.439762 -2.226471 2.963005 -0.154 -0.459 -0.212 -0.55
O -10.952849 -3.220321 2.553147 0.163 0.336 0.148 0.16
O -9.226440 -1.758776 2.553444 -0.664 -0.171 0.161 0.08
H -7.104898 -0.022760 2.402251 -0.020 0.067 0.084 0.09
H -7.582724 0.889756 3.844376 -0.090 -0.030 -0.041 0.09
H -7.176716 -0.837966 3.950141 -0.107 0.064 0.034 0.09
H -9.528881 0.256147 2.324339 -0.115 -0.041 0.080 0.16
H -10.385249 0.472023 4.566345 -0.154 -0.157 -0.033 0.14
H -9.442338 -0.911502 5.168515 0.138 0.029 -0.118 0.14

[2]
18
Properties=species:S:1:pos:R:3:forces:R:3:lowdin_charge:R:1 method="wB97M-V/def2-TZVPD" total_energy_ev=-8332.51723 spin_multiplicity=1 largest_force_ev_per_a=8.41 charge=+1
C 3.186028 0.439286 -0.701474 -5.427 2.235 6.020 0.08
C 2.419641 0.958509 0.245937 2.020 2.066 -2.552 -0.05
C -2.725343 0.846487 0.129407 -1.509 1.474 1.819 -0.10
C -2.038380 -0.449290 -0.199181 -0.248 -0.447 2.477 -0.22
C -0.607330 -0.363199 -0.198252 2.236 1.007 -1.190 -0.11
N 2.666290 -0.467473 0.376107 -3.509 -0.474 -2.259 -0.02
N 0.195070 -1.352715 -0.057415 0.935 0.576 0.224 0.20
H 3.832985 0.255740 -1.402679 3.236 -0.541 -3.962 0.06
H 2.045540 1.907973 0.753572 0.455 -1.884 -0.629 0.15
H -2.624913 1.150609 1.217981 0.263 -0.427 -1.189 0.10
H -3.836122 0.760022 0.033474 0.933 -0.082 -0.234 0.10
H -2.415704 1.726775 -0.463767 0.017 -0.642 0.026 0.09
H -2.098924 -1.210464 0.634666 -1.289 0.442 -0.972 0.16
H -2.417931 -0.789728 -1.119284 -0.313 -1.007 -1.202 0.13
H -0.126824 0.641520 -0.374965 -0.356 -1.105 0.393 0.15
H 1.298258 -1.128782 0.094823 -0.403 -0.368 -0.099 0.09
H -0.124249 -2.316690 0.060259 -0.227 0.401 0.007 0.15
H 3.371910 -0.608575 0.970786 3.185 -1.223 3.321 0.05

[3]
33
Properties=species:S:1:pos:R:3:forces:R:3:lowdin_charge:R:1 method="wB97M-V/def2-TZVPD" total_energy_ev=-315487.24250 spin_multiplicity=5 s_squared=6.2122 largest_force_ev_per_a=0.71
Fe -2.598267 0.957103 1.308257 0.650 0.275 -0.017 -0.40
O 3.123170 1.724859 -2.607320 -0.077 0.002 0.004 -0.05
C 1.894088 2.289560 -3.018312 0.041 -0.066 -0.014 -0.21
C 0.731069 1.917699 -2.131878 0.090 -0.045 -0.005 -0.17
C -0.403854 2.709992 -2.087797 -0.155 0.079 0.009 0.01
C -1.451661 2.350914 -1.258140 0.072 -0.053 -0.068 -0.10
N -1.410602 1.253424 -0.507378 0.003 0.095 0.202 0.03
C -0.325047 0.476886 -0.551992 0.017 -0.312 0.150 -0.20
C 0.767482 0.773238 -1.345494 -0.022 0.083 -0.091 0.06
C -0.360638 -0.712552 0.345976 -0.049 0.206 -0.138 -0.18
C 0.527042 -1.766279 0.235704 0.077 -0.032 0.027 0.06
C 0.444590 -2.831093 1.123312 0.034 0.020 -0.040 -0.17
C 1.446104 -3.955556 1.058362 0.032 -0.001 -0.022 -0.21
O 2.719105 -3.551712 1.540252 -0.052 0.001 -0.034 -0.04
C -0.551887 -2.802362 2.085403 -0.091 -0.034 0.050 0.01
C -1.427934 -1.731539 2.120579 0.024 0.051 -0.066 -0.11
N -1.329763 -0.709530 1.272632 0.015 -0.002 0.067 -0.04
H 3.373872 2.114481 -1.763069 0.034 0.023 -0.003 0.10
H 1.706967 1.901370 -4.021103 0.012 0.000 -0.015 0.14
H 1.955672 3.378172 -3.102263 0.009 0.022 0.025 0.13
H -0.474130 3.620266 -2.669832 0.014 -0.014 0.002 0.12
H -2.344465 2.954815 -1.161826 0.005 0.015 0.014 0.08
H 1.650262 0.151009 -1.345749 0.004 0.016 -0.009 0.12
H 1.283471 -1.765702 -0.537094 0.003 -0.018 0.022 0.13
H 1.606587 -4.251411 0.022319 -0.011 -0.015 -0.010 0.13
H 1.066306 -4.825895 1.600626 0.015 -0.003 0.042 0.12
H 2.628398 -3.268173 2.455960 0.012 -0.001 0.017 0.09
H -0.667212 -3.612506 2.794377 0.004 0.016 -0.009 0.12
H -2.239606 -1.677404 2.834280 0.001 -0.011 0.014 0.11
Se -1.011976 2.041567 2.784423 -0.127 0.056 -0.129 0.07
Se -2.037063 4.111064 2.286066 -0.048 -0.109 0.033 -0.08
Se -3.845132 2.933734 1.321191 0.040 0.052 0.066 0.10
Se -4.444952 -0.198450 0.919541 -0.578 -0.295 -0.074 0.22

[4]
117
Properties=species:S:1:pos:R:3:forces:R:3:lowdin_charge:R:1 method="wB97M-V/def2-TZVPD" total_energy_ev=-137244.28849 spin_multiplicity=3 s_squared=2.0107 largest_force_ev_per_a=2.36 charge=-2
Pd -0.537813 0.183394 0.076216 -0.602 -0.485 1.716 0.50
C -1.101709 -3.778860 3.018264 0.210 0.637 -0.284 -0.23
Ge -0.597772 -1.810246 2.732371 -0.629 -0.299 1.228 0.72
C -2.287448 -0.770026 2.705526 0.167 -0.195 0.029 -0.25
C 0.217832 -1.468201 4.565560 -0.118 -0.042 -0.690 -0.23
C 0.361624 -1.202662 1.223253 0.367 -0.339 0.190 -0.37
H -1.736476 -3.895330 3.892630 -0.133 0.134 0.206 -0.01
H -0.206140 -4.371337 3.176901 0.250 -0.122 0.002 -0.01
H -1.618366 -4.183397 2.155549 -0.108 -0.089 -0.192 -0.05
H -2.990193 -0.967513 3.516352 -0.009 -0.119 0.136 0.01
H -2.788901 -0.892538 1.743182 0.009 -0.029 0.021 -0.03
H -1.968275 0.271030 2.745391 0.056 0.054 -0.050 -0.04
H -0.499396 -1.654064 5.361750 -0.221 -0.059 0.052 -0.01
H 0.554011 -0.440083 4.637540 0.073 0.234 -0.001 -0.02
H 1.073908 -2.119757 4.724144 0.161 -0.115 -0.017 -0.01
H 1.363817 -1.587810 1.032766 0.053 -0.042 -0.039 -0.07
C -1.624731 1.302971 -3.804997 -0.147 0.018 0.173 -0.06
N -0.482342 1.595163 -2.980848 -0.175 -0.156 0.005 -0.17
C 0.781319 1.736401 -3.649377 0.068 0.228 -0.031 -0.08
C -0.623521 1.677484 -1.631304 0.848 1.530 -1.584 -0.45
O -1.723467 1.581511 -1.089175 -0.902 0.155 -0.028 -0.19
H -1.702020 2.047977 -4.606447 0.031 -0.072 -0.016 0.08
H -2.508338 1.362398 -3.171560 -0.049 -0.069 -0.106 0.08
H -1.561999 0.303449 -4.239767 -0.002 -0.052 -0.066 0.07
H 1.004710 0.833926 -4.223528 0.116 0.058 0.069 0.07
H 1.569948 1.852369 -2.909631 -0.003 -0.051 -0.105 0.06
H 0.753766 2.604471 -4.326647 -0.028 -0.021 0.020 0.08
H 0.267014 2.120877 -1.150584 -0.184 -0.244 0.090 0.11
C 0.147947 -2.106914 -3.898506 0.391 -0.039 0.294 -0.21
Si 1.805631 -1.943862 -2.922305 0.067 0.602 -0.108 0.38
C 2.232765 -3.755153 -2.328206 -0.205 0.497 -0.014 -0.21
C 3.161749 -1.746379 -4.282830 -0.326 -0.036 0.328 -0.21
C 1.784910 -0.525686 -1.775190 0.476 -0.837 0.205 -0.38
Si 3.249960 0.126113 -0.876913 -0.151 0.078 -0.303 0.40
C 4.424887 1.168073 -2.026161 -0.290 -0.305 0.279 -0.21
C 2.761769 1.303243 0.551985 -0.157 -0.429 -0.384 -0.20
C 4.519965 -1.164056 -0.180981 -0.414 0.274 -0.216 -0.21
H 0.006655 -3.064292 -4.399739 0.110 -0.216 -0.066 0.00
H 0.079361 -1.335746 -4.664301 0.075 0.177 -0.094 0.00
H -0.689349 -1.960176 -3.222201 -0.188 0.035 0.151 -0.04
H 2.031046 -4.542606 -3.057549 -0.075 0.010 -0.203 0.00
H 1.702113 -4.003924 -1.411800 -0.095 -0.061 0.220 -0.01
H 3.295831 -3.791411 -2.094516 0.181 0.024 0.097 0.00
H 3.148367 -2.552870 -5.015298 -0.049 -0.212 -0.078 0.00
H 4.139428 -1.745578 -3.809163 0.290 -0.002 0.113 0.00
H 3.066213 -0.806554 -4.819381 -0.086 0.238 -0.067 0.00
H 0.830343 -0.416819 -1.168183 1.234 -0.422 -0.835 -0.09
H 3.895200 1.945693 -2.571383 -0.210 0.138 -0.060 -0.01
H 4.883195 0.519628 -2.767171 0.117 -0.207 -0.240 -0.01
H 5.230452 1.652308 -1.475566 0.141 0.039 0.219 0.00
H 2.941412 2.351487 0.311257 0.055 0.116 -0.100 0.01
H 3.279085 1.084992 1.484273 0.189 -0.089 0.122 0.02
H 1.691408 1.179285 0.758037 0.158 0.156 0.087 -0.04
H 4.799639 -1.840665 -0.984864 0.083 -0.183 -0.233 -0.01
H 4.077306 -1.771629 0.602317 -0.192 -0.117 0.198 0.00
H 5.435357 -0.725781 0.212089 0.154 0.232 0.068 0.00
C -1.258354 -5.274137 -2.115881 0.048 0.107 0.291 -0.08
C -1.023586 -4.988634 -0.629364 -0.210 -0.494 -0.061 -0.26
N -1.132682 -3.585822 -0.307712 -0.483 0.603 -0.309 -0.02
C -2.302285 -2.880281 -0.477762 0.199 -0.224 -0.201 -0.78
S -2.271123 -1.332681 -1.084206 -0.450 -0.254 -0.044 0.77
N -3.461584 -3.558688 -0.119857 0.938 0.140 0.243 -0.01
C -4.730671 -2.873522 -0.051603 -0.585 -0.003 -0.217 -0.30
C -5.263192 -2.764675 1.371836 0.232 -0.038 -0.213 -0.08
H -1.162423 -6.337948 -2.336338 -0.007 -0.072 0.022 0.07
H -0.532704 -4.726281 -2.709447 0.070 0.066 -0.127 0.04
H -2.257262 -4.939477 -2.390582 -0.067 -0.001 -0.102 0.07
H -0.023588 -5.315321 -0.334097 -0.101 0.017 0.055 0.11
H -1.748078 -5.556510 -0.033613 0.187 -0.014 0.019 0.10
H -0.326011 -3.021909 -0.562963 -0.051 0.082 0.150 0.09
H -3.312928 -4.204000 0.647130 0.062 -0.065 -0.137 0.11
H -5.450330 -3.436493 -0.664358 0.010 0.212 -0.003 0.10
H -4.588777 -1.881644 -0.491166 -0.096 -0.189 0.059 0.05
H -5.435559 -3.756575 1.792022 -0.015 -0.066 0.109 0.07
H -6.204596 -2.219406 1.387516 -0.094 0.043 -0.006 0.07
H -4.542341 -2.236661 1.988469 0.035 0.061 0.168 0.05
C -0.680478 5.135055 4.432150 -0.102 -0.106 -0.197 -0.10
C -0.119602 3.971010 3.620690 -0.122 -0.186 -0.235 -0.59
C -0.043957 2.718724 4.491127 -0.018 -0.088 -0.003 -0.13
C 1.321972 4.286321 3.229580 -0.075 -0.006 -0.100 -0.11
P -1.009450 3.383643 1.957960 -0.486 1.830 0.744 0.80
N -0.485028 2.042452 1.517597 0.063 -0.421 -0.206 -0.27
C -2.951097 3.492493 2.363887 0.310 -0.183 -0.152 -0.58
C -3.645625 4.850240 2.413218 0.264 -0.031 -0.043 -0.10
C -3.608729 2.608508 1.304529 0.175 -0.206 -0.146 -0.12
C -3.182432 2.797895 3.705496 0.263 -0.004 -0.001 -0.12
C -0.678796 4.901505 0.680087 -0.037 -0.360 0.143 -0.56
C -1.690603 4.739633 -0.456052 -0.103 -0.141 0.096 -0.11
C 0.707328 4.599817 0.101038 0.073 -0.146 0.052 -0.12
C -0.730763 6.354257 1.154765 0.014 -0.253 0.150 -0.11
H -0.006087 5.354488 5.266946 0.063 0.016 0.067 0.07
H -1.654436 4.901300 4.853890 -0.101 0.038 0.066 0.05
H -0.777541 6.037996 3.836787 -0.012 0.188 -0.062 0.05
H 0.769383 2.801360 5.215877 0.133 0.074 0.085 0.07
H 0.147295 1.868216 3.837983 0.035 -0.188 0.011 0.05
H -0.956309 2.539577 5.050591 -0.142 -0.059 0.046 0.06
H 1.960102 4.317896 4.118451 -0.008 -0.005 0.089 0.07
H 1.412250 5.244652 2.727453 0.049 0.123 -0.105 0.05
H 1.681228 3.500681 2.570926 0.231 -0.095 -0.125 0.07
H -3.596075 5.367542 1.460052 -0.038 0.089 -0.067 0.04
H -3.212425 5.494691 3.175970 0.012 0.127 0.112 0.06
H -4.704383 4.702952 2.654072 -0.070 -0.011 0.042 0.08
H -3.811157 3.149352 0.382604 0.057 0.032 -0.126 0.07
H -4.558209 2.208418 1.671897 -0.118 0.030 0.066 0.07
H -2.945191 1.769276 1.069157 -0.156 0.055 -0.060 0.04
H -2.921296 3.434378 4.548823 0.044 -0.024 0.078 0.05
H -2.587676 1.890373 3.746512 -0.061 -0.130 0.163 0.05
H -4.234279 2.520793 3.816828 -0.115 0.013 -0.065 0.08
H -1.879290 3.685006 -0.630800 -0.107 -0.038 -0.178 0.04
H -1.306616 5.181302 -1.381851 0.067 0.051 -0.007 0.08
H -2.633936 5.236216 -0.237781 -0.139 -0.023 0.033 0.05
H 0.924862 3.543507 0.256209 0.163 -0.112 -0.080 0.02
H 1.490573 5.181311 0.582445 0.094 0.033 0.076 0.06
H 0.753730 4.806199 -0.971736 -0.038 0.075 -0.059 0.07
H -1.672854 6.584480 1.646746 -0.107 0.103 0.064 0.05
H -0.634118 7.017587 0.286932 0.020 0.039 -0.038 0.08
H 0.084615 6.584851 1.838425 0.018 0.077 0.068 0.05